No. 1
ORCA calculation (ωB97M-V/def2-TZVPD) on 4 unconnected molecules or ions with the total composition C15H40O15S5 at a distorted geometry.

Each atom is followed by the atoms it is bonded to, with distances in Å.
Element x y z (Å)
1 O -5.73476 3.79678 1.06009  S75 1.444
2 C -1.21789 -5.14362 -4.13431  S12 1.849, H16 1.090, H25 1.090, H74 1.090
3 H 0.77471 -4.13287 -0.10246  C31 1.090
4 H 3.03208 -3.54325 -1.75666  C59 1.090
5 H 1.72429 -2.02617 -3.46082  C17 1.090
6 H -0.74598 1.18891 -1.54666  C9 1.090
7 H -0.31576 1.27106 0.12805  C27 1.090
8 O -4.33669 2.86934 -0.85660  S75 1.466
9 C -0.67563 1.48854 -2.59230  H6 1.090, S40 1.840, H44 1.090, H72 1.090
10 O -2.03636 -3.85009 -1.85007  S12 1.466
11 C -5.88718 1.12480 0.44204  H14 1.090, H50 1.090, H54 1.090, S75 1.909
12 S -1.15141 -4.92969 -2.29904  C2 1.849, O10 1.466, O23 1.442, O71 1.662
13 H -0.13263 3.62155 5.57127  C22 1.090
14 H -5.74445 0.65104 1.41326  C11 1.090
15 O 2.00792 -0.40191 0.37650  S28 1.700, C51 1.394
16 H -0.82605 -4.25706 -4.63288  C2 1.090
17 C 0.80650 -1.53687 -3.78694  H5 1.090, C38 1.615, H42 1.090, O64 1.533
18 O 0.88517 0.31256 2.69413  S28 1.471
19 H 2.69842 -2.64568 -0.46221  C37 1.090
20 H 2.46776 1.67761 3.24868  C66 1.090
21 H -0.90746 3.75877 4.11798  C22 1.090
22 C 0.09898 3.60270 4.50633  H13 1.090, H21 1.090, H53 1.090, C62 1.496
23 O -1.33022 -6.24994 -1.74844  S12 1.442
24 O 3.35911 3.61309 0.88600  S46 1.449
25 H -2.24684 -5.45381 -4.31634  C2 1.090
26 O 1.58859 4.20798 2.67344  S46 1.673, C62 1.436
27 C 0.51465 1.87532 0.49326  H7 1.090, S28 1.891, H52 1.090, H61 1.090
28 S 1.65822 0.79034 1.53696  O15 1.700, O18 1.471, C27 1.891, O73 1.480
29 H 1.07393 -3.19163 -1.13041  C37 1.090
30 O 1.54210 0.47758 -1.66145  S40 1.466
31 C 1.17856 -4.69487 -0.94457  H3 1.090, H35 1.090, C59 1.507, O71 1.421
32 C -1.65612 1.61064 2.48251  C43 1.586, H49 1.090, H55 1.090, H65 1.090
33 H -2.09672 2.14750 0.30800  C43 1.090
34 H 1.87959 -1.73300 -1.79745  C37 1.090
35 H 1.31233 -5.75028 -0.70726  C31 1.090
36 O 3.99498 5.00401 2.90162  S46 1.471
37 C 1.74928 -2.36295 -0.91753  H19 1.090, H29 1.090, H34 1.090, C51 1.532
38 C -0.27332 -1.90822 -2.64505  C17 1.615, H57 1.090, H63 1.090, H68 1.090
39 H 0.20137 -0.80467 -0.29255  C51 1.090
40 S 1.09103 1.08774 -2.91638  C9 1.840, O30 1.466, O48 1.421, O64 1.716
41 H 3.64310 2.59521 4.24791  C66 1.090
42 H 0.59295 -2.12428 -4.67995  C17 1.090
43 C -2.55292 1.67020 1.17528  C32 1.586, H33 1.090, H58 1.090, O67 1.418
44 H -0.74354 2.57497 -2.53596  C9 1.090
45 H 0.76260 -1.84341 0.97176  C51 1.090
46 S 3.19376 3.93374 2.28900  O24 1.449, O26 1.673, O36 1.471, C66 1.817
47 H 0.92157 5.56836 4.14608  C62 1.090
48 O 1.61845 2.31307 -3.40537  S40 1.421
49 H -2.00067 0.74021 3.04083  C32 1.090
50 H -6.89239 1.45072 0.17478  C11 1.090
51 C 1.06962 -1.37572 0.03629  O15 1.394, C37 1.532, H39 1.090, H45 1.090
52 H 0.11059 2.54436 1.25301  C27 1.090
53 H 0.32476 2.53638 4.49761  C22 1.090
54 H -5.51958 0.42612 -0.30951  C11 1.090
55 H -0.57212 1.61638 2.36849  C32 1.090
56 H 1.97630 4.19208 4.67903  C62 1.090
57 H -1.26945 -1.54850 -2.90271  C38 1.090
58 H -2.76015 0.68619 0.75471  C43 1.090
59 C 2.62556 -4.29426 -1.07930  H4 1.090, C31 1.507, H60 1.090, H69 1.090
60 H 3.08508 -5.24328 -1.35554  C59 1.090
61 H 1.08507 2.37799 -0.28780  C27 1.090
62 C 1.17602 4.51673 4.01401  C22 1.496, O26 1.436, H47 1.090, H56 1.090
63 H -0.15426 -1.43270 -1.67149  C38 1.090
64 O 0.97753 -0.06580 -4.18241  C17 1.533, S40 1.716
65 H -1.85382 2.48168 3.10726  C32 1.090
66 C 3.29614 2.38595 3.23602  H20 1.090, H41 1.090, S46 1.817, H70 1.090, O73 1.687
67 O -3.70937 2.38587 1.57758  C43 1.418, S75 1.658
68 H -0.28412 -2.99804 -2.66176  C38 1.090
69 H 3.03299 -4.13556 -0.08085  C59 1.090
70 H 4.03994 1.86623 2.63207  C66 1.090
71 O 0.44130 -4.48181 -2.14048  S12 1.662, C31 1.421
72 H -1.29949 0.83412 -3.20111  C9 1.090
73 O 2.87461 1.58867 1.81001  S28 1.480, C66 1.687
74 H -0.65548 -6.06422 -4.29020  C2 1.090
75 S -4.90470 2.76109 0.49096  O1 1.444, O8 1.466, C11 1.909, O67 1.658

As for the net charge: 0. Its max |F| is 17.54 eV/A. Its frontier orbital gap is 0.330 Eh.

***

No. 2
ORCA calculation (ωB97M-V/def2-TZVPD) on 5 unconnected molecules or ions with the total composition C15H40O15S5 at a distorted geometry.

Each atom is followed by the atoms it is bonded to, with distances in Å.
Element x y z (Å)
1 O -4.70117 -1.96641 -17.51035  S8 1.601, C19 1.365
2 H 2.02082 -13.59609 -14.64152  C66 1.090
3 H 0.43689 -14.34444 -18.25108  C73 1.090
4 C -3.75235 -8.08541 -15.53655  C28 1.593, H40 1.090, H67 1.090, H72 1.090
5 C -4.41036 -3.77734 -16.03168  H12 1.090, C19 1.527, H59 1.090, H75 1.090
6 C 0.70498 -13.47047 -10.21826  H20 1.090, H26 1.090, H45 1.090, C47 1.546
7 O -2.51346 -16.20895 -14.48184  S74 1.499
8 S -6.00331 -1.03797 -17.42644  O1 1.601, O23 1.472, C51 1.857, O68 1.469
9 H -3.96789 -8.54739 -8.93704  C55 1.090
10 O 2.05053 -14.67345 -11.77669  C47 1.436, S71 1.719
11 C -2.23738 -10.51675 -13.00718  H21 1.090, H34 1.090, H62 1.090, S63 1.852
12 H -4.02550 -3.99310 -15.03497  C5 1.090
13 C -1.15550 -15.08871 -17.08836  O16 1.422, H42 1.090, H69 1.090, C73 1.551
14 H -2.33670 -8.83733 -8.32494  C55 1.090
15 H -8.25035 -2.20884 -17.52688  C51 1.090
16 O -2.28605 -14.57945 -16.39212  C13 1.422, S74 1.679
17 H -2.72697 -8.72488 -9.99631  C55 1.090
18 O -0.56659 -11.57185 -14.89632  S63 1.518
19 C -4.01274 -2.34828 -16.39504  O1 1.365, C5 1.527, H31 1.090, H46 1.090
20 H 0.02570 -13.55997 -9.37052  C6 1.090
21 H -3.23481 -10.07731 -13.01888  C11 1.090
22 O 3.68114 -15.59878 -13.60999  S71 1.482
23 O -6.09948 -0.35616 -18.72695  S8 1.472
24 H 0.46281 -14.09288 -13.90765  C66 1.090
25 O -1.50715 -9.12981 -15.19251  C28 1.363, S63 1.703
26 H 1.68073 -13.16553 -9.84009  C6 1.090
27 O -4.61402 -12.46906 -12.24667  S38 1.477
28 C -2.30170 -8.46176 -16.07630  C4 1.593, O25 1.363, H36 1.090, H44 1.090
29 H 0.07792 -13.26706 -16.77662  C73 1.090
30 H -4.24813 -13.43052 -15.37117  C60 1.090
31 H -4.02201 -1.56205 -15.64015  C19 1.090
32 H -7.52005 -2.51535 -16.11196  C51 1.090
33 H -6.85064 -3.37623 -17.43116  C51 1.090
34 H -2.15470 -11.51544 -12.57837  C11 1.090
35 C -6.25717 -12.45494 -10.02870  S38 1.787, H49 1.090, H54 1.090, H64 1.090
36 H -2.51599 -8.91589 -17.04375  C28 1.090
37 O 1.46904 -16.78171 -13.14244  S71 1.449
38 S -4.63127 -12.43314 -10.77015  O27 1.477, C35 1.787, O57 1.767, O61 1.459
39 O -3.00180 -11.14009 -15.58814  S63 1.455
40 H -4.16402 -7.23917 -16.08655  C4 1.090
41 C -3.38928 -10.67093 -9.10219  H43 1.090, H48 1.090, C55 1.544, O57 1.429
42 H -0.60067 -15.83126 -16.51489  C13 1.090
43 H -2.46536 -11.24924 -9.09653  C41 1.090
44 H -1.77140 -7.51414 -16.17068  C28 1.090
45 H 0.43513 -12.57232 -10.77380  C6 1.090
46 H -2.97614 -2.45841 -16.71351  C19 1.090
47 C 0.77157 -14.72031 -11.12649  C6 1.546, O10 1.436, H52 1.090, H53 1.090
48 H -3.76484 -10.85894 -8.09636  C41 1.090
49 H -6.12164 -12.25840 -8.96517  C35 1.090
50 H -5.60382 -14.76218 -15.22998  C60 1.090
51 C -7.24151 -2.39581 -17.15896  S8 1.857, H15 1.090, H32 1.090, H33 1.090
52 H 0.80827 -15.60755 -10.49437  C47 1.090
53 H -0.13625 -14.69972 -11.72944  C47 1.090
54 H -6.76979 -13.41516 -9.97134  C35 1.090
55 C -3.07467 -9.16000 -9.05937  H9 1.090, H14 1.090, H17 1.090, C41 1.544
56 H -4.64857 -14.44369 -13.98239  C60 1.090
57 O -4.23977 -10.79195 -10.24431  S38 1.767, C41 1.429
58 H -0.82012 -13.13606 -18.16774  C73 1.090
59 H -3.97784 -4.56456 -16.64918  C5 1.090
60 C -4.57998 -14.42415 -15.07005  H30 1.090, H50 1.090, H56 1.090, S74 1.861
61 O -3.87019 -13.41337 -10.00249  S38 1.459
62 H -1.45230 -9.87060 -12.61445  C11 1.090
63 S -1.84097 -10.75302 -14.80032  C11 1.852, O18 1.518, O25 1.703, O39 1.455
64 H -6.86612 -11.75090 -10.59581  C35 1.090
65 H 1.22596 -15.13985 -15.15550  C66 1.090
66 C 1.40192 -14.44051 -14.33815  H2 1.090, H24 1.090, H65 1.090, S71 1.788
67 H -3.56809 -7.77898 -14.50687  C4 1.090
68 O -5.87939 -0.23773 -16.20049  S8 1.469
69 H -1.57900 -15.63286 -17.93256  C13 1.090
70 O -3.95367 -16.57425 -16.60465  S74 1.479
71 S 2.24858 -15.56375 -13.23352  O10 1.719, O22 1.482, O37 1.449, C66 1.788
72 H -4.41625 -8.93898 -15.67355  C4 1.090
73 C -0.29876 -13.89483 -17.58416  H3 1.090, C13 1.551, H29 1.090, H58 1.090
74 S -3.31201 -15.66695 -15.62867  O7 1.499, O16 1.679, C60 1.861, O70 1.479
75 H -5.42824 -3.99153 -15.70589  C5 1.090

As for the net charge: +1. Its max |F| is 4.60 eV/A. As for the spin multiplicity: 2. Its frontier orbital gap (spin up / spin down) is 0.351 / 0.096 Eh.

***

How do the records compare in calculated total energy? In the order shown, they have -3714.38588, -3714.46040 Eh.
How do the records compare in energy above the lowest of the compared OMol25 structures with the same formula, charge and spin? In the order shown, they have 386.9, 29.4 kcal per mole.